{
  "formula": "CH6N3O3S",
  "method": "wB97M-V/def2-TZVPD",
  "species": ["C", "N", "N", "N", "O", "O", "O", "S", "H", "H", "H", "H", "H", "H"],
  "positions_angstrom": [[-0.10727, -0.67322, -0.42143], [-0.67038, -0.37716, -1.52152], [1.40444, 0.81369, 1.01374], [-0.55085, -1.34406, 0.58415], [2.24269, 0.20354, -1.42546], [2.29174, -1.47131, 0.49228], [0.73753, 1.92426, 0.32081], [1.71144, -0.36652, -0.24452], [-1.71494, -0.42465, -1.53005], [-0.04030, 0.11092, -2.12554], [2.38547, 1.20835, 1.30965], [-1.51764, -1.46438, 0.81232], [0.13251, -1.33438, 1.34516], [0.34863, 2.25331, 1.13161]],
  "lowdin_charge": [-0.43, 0.25, -0.16, 0.23, -0.21, -0.24, -0.08, 0.74, 0.20, 0.13, 0.18, 0.16, 0.13, 0.10],
  "smiles": "NC(=[NH2+])S(=O)(=O)NO",
  "e_lumo_ev": -4.593,
  "total_charge": 1,
  "homo_lumo_gap_ev": 10.7
}



{
  "formula": "C19H27CuF3N5S3",
  "method": "wB97M-V/def2-TZVPD",
  "species": ["Cu", "C", "C", "S", "C", "C", "S", "C", "C", "S", "H", "H", "H", "H", "H", "H", "H", "H", "H", "H", "H", "H", "C", "N", "C", "C", "N", "N", "C", "N", "N", "H", "H", "H", "H", "H", "H", "H", "H", "H", "H", "H", "F", "C", "F", "F", "C", "C", "C", "C", "C", "C", "C", "C", "H", "H", "H", "H"],
  "positions_angstrom": [[0.78900, -1.07964, -0.88385], [1.99378, 1.38030, 0.05007], [2.28610, -0.27740, 1.99362], [2.29656, -1.78725, 0.99809], [1.04895, -2.75950, 1.89421], [-0.33287, -2.12544, 2.00983], [-1.15201, -2.09468, 0.39959], [-2.38671, -0.79185, 0.62734], [-1.88935, 0.60087, 0.99595], [-0.82898, 1.42578, -0.20354], [2.86060, 0.88802, -0.37912], [1.97581, 2.44685, -0.12648], [1.87212, -0.59130, 2.94783], [3.31981, 0.01215, 2.18676], [1.44392, -2.96113, 2.89088], [0.99300, -3.71888, 1.37586], [-0.25179, -1.10654, 2.39012], [-0.93004, -2.70257, 2.71673], [-3.10541, -1.13514, 1.37432], [-2.91119, -0.75735, -0.32879], [-1.37836, 0.61372, 1.96033], [-2.76475, 1.24313, 1.11285], [-1.62772, 0.62323, -4.66836], [-1.09998, -0.73183, -4.74000], [-1.62018, -1.63442, -5.75756], [-0.34529, -1.17252, -3.69787], [-0.05621, -0.47611, -2.65598], [0.11403, -2.48167, -3.84169], [1.00705, -3.18368, -3.05539], [1.39824, -4.35813, -3.62193], [1.39193, -2.77580, -1.89912], [-2.04810, 0.88682, -5.63384], [-0.82813, 1.33376, -4.45498], [-2.40655, 0.72317, -3.90668], [-2.28343, -1.07432, -6.40830], [-2.20068, -2.45429, -5.32576], [-0.82514, -2.03719, -6.39175], [-0.49964, 0.43211, -2.63928], [-0.18123, -2.95655, -4.67559], [1.33206, -4.49784, -4.61474], [2.06947, -4.92745, -3.13806], [2.11222, -3.37295, -1.51118], [0.21934, 4.97249, 6.20209], [-0.65636, 4.68894, 5.22188], [-1.74860, 4.17125, 5.81709], [-1.01938, 5.85028, 4.66016], [-0.07743, 3.72933, 4.22173], [0.11864, 4.09416, 2.90167], [0.64984, 3.18500, 2.00251], [0.99622, 1.88854, 2.38854], [0.80717, 1.55391, 3.73368], [0.27695, 2.45690, 4.63930], [1.51012, 0.88131, 1.38956], [0.71516, 0.59785, 0.11502], [-0.14218, 5.08933, 2.57014], [0.78336, 3.50887, 0.98388], [1.07346, 0.57918, 4.11510], [0.14279, 2.16618, 5.67313]],
  "mulliken_spin": [0.54, -0.03, 0.01, 0.10, -0.01, 0.00, 0.02, 0.00, 0.01, 0.04, 0.01, 0.01, 0.01, -0.01, 0.00, 0.00, 0.00, 0.00, 0.00, 0.00, 0.00, 0.00, 0.00, 0.00, 0.00, 0.00, 0.03, 0.00, 0.00, 0.00, 0.03, 0.00, 0.00, 0.00, 0.00, 0.00, 0.00, 0.00, 0.00, 0.00, 0.00, 0.00, 0.00, 0.00, 0.00, 0.00, 0.01, 0.00, 0.00, -0.01, 0.01, 0.00, -0.05, 0.28, 0.00, 0.01, 0.00, 0.00],
  "spin_multiplicity": 2,
  "e_lumo_ev": [-2.313, -2.833],
  "total_charge": 1,
  "homo_lumo_gap_ev": [7.4, 7.7]
}



| no. | total energy (Eh) |
| --- | --- |
| 1 | -829.5249 |
| 2 | -4148.4615 |